# 1
C4H8 as an isolated structure in a non-equilibrium geometry. Source: OMol25; level of theory: ωB97M-V with the def2-TZVPD basis set.

```
12
Properties=species:S:1:pos:R:3:forces:R:3
C -0.582 -1.015 0.286 0.34 1.25 0.04
C -0.491 0.517 0.726 -0.87 -0.18 0.82
C 0.531 1.036 -0.327 -0.23 -1.44 -0.09
C 0.526 -0.521 -0.684 0.82 0.18 -0.91
H -1.542 -1.375 -0.160 0.81 0.73 0.11
H -0.321 -1.791 1.053 0.16 0.96 -0.66
H -1.464 0.963 0.607 -0.30 0.57 0.67
H -0.056 0.543 1.714 -0.43 0.49 0.46
H 0.170 1.738 -1.119 -0.09 -0.86 0.66
H 1.509 1.466 0.016 -0.98 -0.68 0.05
H 0.243 -0.635 -1.716 0.48 -0.60 -0.54
H 1.483 -0.927 -0.391 0.29 -0.42 -0.60
```
Forces are in eV/Å.

Calculated values
relative energy (zero: lowest compared OMol25 entry of this formula, charge and spin) = 28.2 kcal per mole
net charge = 0

---

# 2
C21H26N5O3S5Y as an isolated structure in a non-equilibrium geometry. Source: OMol25; level of theory: ωB97M-V with the def2-TZVPD basis set.

```
61
Properties=species:S:1:pos:R:3:forces:R:3
Y 0.282 0.235 0.413 0.43 0.86 2.05
C 2.188 0.900 3.233 -0.04 0.06 -0.85
C 0.980 0.621 3.904 -0.86 0.36 -0.25
C -0.048 1.348 3.277 1.14 0.13 -0.84
C 0.530 2.053 2.155 -0.74 1.13 0.49
C 1.922 1.783 2.171 0.72 -0.01 -0.17
H 3.156 0.492 3.461 0.17 -0.12 0.09
H 0.851 -0.022 4.767 0.07 0.03 -0.17
H -1.083 1.415 3.513 -0.46 -0.20 0.33
H 0.108 2.992 1.722 0.20 -1.03 0.44
H 2.655 2.255 1.508 -0.17 -0.34 0.43
N -4.489 -5.312 3.353 -0.72 -1.45 1.00
C -4.075 -4.196 2.722 1.33 1.71 -1.12
C -4.961 -3.375 1.990 0.19 -0.22 0.21
C -4.514 -2.283 1.257 0.58 0.30 -0.21
C -3.152 -1.936 1.270 -0.52 -0.56 0.18
C -2.237 -2.726 2.000 -0.11 0.31 -0.90
C -2.689 -3.830 2.684 -0.93 -0.70 0.44
S -2.667 -0.503 0.352 0.95 -0.83 0.26
O -3.815 -0.005 -0.338 0.07 0.33 0.15
O -1.939 0.353 1.330 -0.33 0.09 -0.81
N -1.382 -0.792 -0.651 -1.79 -0.53 -0.48
C -1.523 -1.702 -1.676 0.74 -0.51 -0.02
N -0.469 -1.730 -2.559 -1.23 -0.23 1.10
C -0.491 -2.757 -3.406 -0.63 0.48 0.16
C -1.545 -3.662 -3.468 0.20 0.35 0.30
C -2.591 -3.490 -2.564 0.49 -0.59 -0.55
N -2.574 -2.559 -1.644 0.65 1.38 0.11
H -5.468 -5.484 3.563 0.49 0.30 -0.32
H -3.856 -5.965 3.807 -0.10 0.66 -0.29
H -6.005 -3.647 1.981 -0.20 0.04 -0.10
H -5.181 -1.694 0.611 0.18 -0.37 0.53
H -1.155 -2.535 1.900 -1.14 -0.14 0.53
H -1.994 -4.471 3.229 -0.01 0.22 -0.17
H 0.348 -2.783 -4.079 0.16 -0.30 -0.25
H -1.519 -4.461 -4.171 -0.12 -0.46 -0.39
H -3.445 -4.161 -2.541 0.02 -0.01 -0.12
C 4.504 4.631 -1.593 0.36 -0.02 0.45
C 4.769 3.254 -2.220 0.62 0.58 -0.43
S 4.146 1.796 -1.368 -0.77 -0.64 -0.39
C 2.906 1.151 -2.560 -0.34 -0.45 0.19
C 1.697 2.034 -2.882 0.26 0.24 -0.67
S 0.364 2.186 -1.670 0.33 0.61 0.40
C 0.593 3.812 -0.815 -0.67 -0.29 -0.75
C 1.982 4.210 -0.395 0.51 -0.59 1.61
S 2.773 5.172 -1.684 0.51 0.25 -0.46
H 5.073 5.402 -2.158 -0.36 -0.49 0.30
H 4.872 4.668 -0.548 -0.29 0.04 -0.48
H 5.854 3.075 -2.284 -0.27 0.32 -0.07
H 4.384 3.314 -3.240 0.04 -0.37 0.00
H 2.531 0.203 -2.138 0.31 0.33 0.16
H 3.366 0.830 -3.511 0.12 0.48 0.33
H 1.151 1.564 -3.711 0.32 0.16 -0.06
H 2.005 3.055 -3.186 -0.31 -0.59 0.15
H -0.152 3.716 -0.019 0.38 0.31 -0.04
H 0.241 4.554 -1.525 -0.40 0.08 -0.05
H 2.583 3.307 -0.167 -0.31 0.74 -0.19
H 1.954 4.828 0.529 -0.16 -0.42 -0.50
O 2.152 -0.996 -0.124 -0.33 -1.55 0.52
S 1.665 -2.240 0.704 -0.63 1.80 0.05
N 0.434 -1.894 1.488 2.38 -0.69 -0.85
```
Forces are in eV/Å.

Calculated values
relative energy (zero: lowest compared OMol25 entry of this formula, charge and spin) = 0.0 kcal per mole
net charge = 0

---

# 3
A 2-piece molecular cluster, C4H9O2 overall in a non-equilibrium geometry. Source: OMol25; level of theory: ωB97M-V with the def2-TZVPD basis set.

```
15
Properties=species:S:1:pos:R:3:forces:R:3
C 2.002 -0.882 1.987 0.18 -3.63 -4.34
C 2.051 -0.577 0.443 0.28 3.51 0.66
H 2.855 -1.575 2.190 -1.25 -0.05 0.46
H 2.111 -0.065 2.525 1.05 4.21 2.27
H 0.973 -1.127 2.183 -0.21 -1.25 0.45
H 1.383 0.362 0.269 0.78 -1.89 0.11
H 1.767 -1.336 -0.279 0.00 -0.31 0.38
H 3.072 -0.170 0.201 -0.62 -0.72 -0.02
C -1.555 -0.916 -0.496 -3.61 1.58 -2.46
C -1.149 0.640 -0.736 0.07 -2.09 0.00
O -0.544 1.114 0.226 0.35 0.82 1.50
O -1.348 1.142 -1.838 -0.69 0.31 -1.17
H -1.858 -1.418 -1.497 0.86 0.66 1.55
H -2.509 -0.969 0.122 1.25 0.13 -0.40
H -0.758 -1.348 -0.005 1.57 -1.27 1.01
```
Forces are in eV/Å.

Calculated values
relative energy (zero: lowest compared OMol25 entry of this formula, charge and spin) = 24.1 kcal per mole
net charge = -1

---

Summary of E_LUMO in eV
1.29; -0.55; 4.03
(order as listed above)
Summary of DFT total energy in eV
-4275.96913; -91012.21548; -8389.44701
(order as listed above)